A molecular structure, C30H59BN8O4RuS2Si4Te, computed with wB97M-V/def2-TZVPD.

## Properties
LUMO (spin up / spin down): -0.106 / -0.118 Eh
Multiplicity: 2
HOMO energy (spin up / spin down): -9.40 / -9.45 eV
Energy relative to the best compared isomer or geometry (same formula, charge and spin): 1.8 kJ/mol
Net charge: +1

```
110
C30H59BN8O4RuS2Si4Te wB97M-V/def2-TZVPD
Ru 0.31 -0.11 1.40
N -1.24 -3.85 3.03
C -2.34 -3.10 3.68
C -1.79 -2.10 4.71
C -1.43 -0.69 4.23
N -0.09 -0.52 3.60
C -2.48 -0.16 3.28
C -2.74 -1.10 2.10
N -1.56 -1.27 1.19
C -3.25 -2.43 2.64
H -0.78 -4.39 3.75
H 0.26 -3.27 2.33
H -1.65 -4.54 2.39
H -2.96 -3.81 4.23
H -0.96 -2.55 5.26
H -2.58 -1.96 5.44
H -1.43 -0.07 5.13
H 0.55 -1.26 3.89
H 0.31 0.35 3.95
H -2.17 0.82 2.94
H -3.43 -0.03 3.81
H -3.53 -0.66 1.50
H -1.84 -1.01 0.25
H -1.33 -2.26 1.12
H -3.44 -3.13 1.81
H -4.21 -2.25 3.11
C 3.57 3.13 0.23
N 2.46 3.65 1.01
C 2.01 4.95 1.03
C 0.97 4.99 1.88
N 0.77 3.72 2.38
B -0.36 3.33 3.36
N -1.70 3.17 2.56
C -2.89 3.67 3.04
C -3.88 3.28 2.21
N -3.30 2.52 1.23
C -4.03 1.92 0.12
C -1.96 2.46 1.45
S -0.85 1.64 0.39
C 1.69 2.92 1.84
S 2.01 1.25 2.17
H 3.94 3.92 -0.41
H 3.23 2.29 -0.37
H 4.37 2.79 0.89
H 2.48 5.72 0.44
H 0.35 5.82 2.19
H -0.09 2.29 3.91
H -0.53 4.23 4.14
H -2.92 4.28 3.93
H -4.94 3.48 2.23
H -4.96 1.51 0.50
H -3.42 1.14 -0.32
H -4.25 2.67 -0.64
O 3.08 -1.21 1.21
C 3.84 -1.98 1.76
C 3.47 -3.31 2.25
C 4.50 -4.19 2.59
C 4.21 -5.48 2.95
C 2.90 -5.95 2.97
C 1.88 -5.08 2.65
C 2.14 -3.75 2.32
O 1.14 -2.88 2.07
N 5.31 -6.40 3.30
O 5.01 -7.53 3.61
O 6.43 -5.95 3.28
H 4.91 -1.72 1.86
H 5.53 -3.86 2.55
H 2.71 -6.98 3.23
H 0.86 -5.45 2.64
C -2.38 0.22 -5.49
Si -1.77 -0.60 -3.92
C -3.12 -0.49 -2.61
C -1.39 -2.40 -4.26
Si 0.15 0.48 -3.11
Te 0.75 -0.94 -1.06
Si -0.21 2.80 -3.19
C -1.97 3.28 -2.73
C 1.01 3.78 -2.16
C 0.05 3.27 -4.99
Si 2.03 -0.06 -4.43
C 3.44 1.09 -3.93
C 2.56 -1.84 -4.16
C 1.62 0.15 -6.25
H -3.23 -0.32 -5.92
H -1.60 0.25 -6.25
H -2.70 1.25 -5.31
H -4.00 -1.06 -2.92
H -3.42 0.55 -2.46
H -2.76 -0.90 -1.67
H -2.31 -2.96 -4.49
H -0.91 -2.88 -3.40
H -0.72 -2.50 -5.12
H -2.20 2.96 -1.72
H -2.69 2.81 -3.41
H -2.10 4.36 -2.80
H 0.91 3.53 -1.10
H 0.83 4.85 -2.28
H 2.03 3.57 -2.48
H -0.56 2.68 -5.67
H 1.10 3.17 -5.28
H -0.22 4.32 -5.13
H 3.61 1.04 -2.85
H 3.23 2.12 -4.20
H 4.37 0.79 -4.43
H 2.83 -2.03 -3.12
H 3.44 -2.05 -4.77
H 1.77 -2.53 -4.44
H 1.25 1.15 -6.48
H 0.86 -0.57 -6.55
H 2.51 -0.03 -6.86
```